1.
ORCA calculation (ωB97M-V with the def2-TZVPD basis set) on a single C5H9NO molecule.

As for the electronic energy: -325.8851 Ha. The value obtained for the relative energy (zero: lowest compared OMol25 entry of this formula, charge and spin) is 32.9 kcal per mole. Its multiplicity is 1.

Last column: Mulliken charge in e.
Geometry (Å):
H 2.3225 0.2431 0.3038  0.271
N 1.7083 -0.0871 1.0529  -0.665
C 0.6298 -0.5724 0.5816  0.619
C -0.4025 -1.1034 1.5347  -1.205
C 0.2541 -0.6069 -0.8933  -0.698
C -0.6628 0.5901 -1.2656  -0.547
C -0.2761 1.7834 -0.4256  0.092
O -0.9166 2.1630 0.5236  -0.472
H -0.2156 -0.7072 2.5328  0.351
H -1.4151 -0.8339 1.2169  0.299
H -0.3389 -2.1973 1.5603  0.339
H -0.2733 -1.5392 -1.1260  0.260
H 1.1624 -0.5909 -1.5038  0.362
H -1.7157 0.3698 -1.0674  0.323
H -0.5500 0.8256 -2.3313  0.337
H 0.6895 2.2631 -0.6937  0.335

***

2.
ORCA calculation (ωB97M-V with the def2-TZVPD basis set) on a single C5H9NO molecule at a distorted geometry.

As for the electronic energy: -325.8989 Ha. The value obtained for the relative energy (zero: lowest compared OMol25 entry of this formula, charge and spin) is 24.3 kcal per mole. Its multiplicity is 1.

Last column: Mulliken charge in e.
Geometry (Å):
C -1.4034 -0.3393 -0.7771  -1.352
C -0.6914 -0.2223 0.5690  0.006
O -0.4104 -1.4932 1.1219  -0.537
C 0.6622 0.4890 0.5290  0.552
C 1.6929 -0.1881 -0.3818  -1.422
C 0.4533 1.8918 0.1611  0.023
N 0.2629 2.9901 -0.1449  -0.465
H -1.5506 0.6547 -1.2119  0.353
H -2.3915 -0.8044 -0.6588  0.419
H -0.8264 -0.9548 -1.4742  0.323
H -1.3562 0.3534 1.2674  0.347
H -1.3304 -1.7707 1.2455  0.352
H 1.0362 0.4647 1.5605  0.322
H 2.6713 0.2850 -0.2616  0.400
H 1.4065 -0.1123 -1.4350  0.346
H 1.7751 -1.2437 -0.1091  0.333

***

3.
ORCA calculation (ωB97M-V with the def2-TZVPD basis set) on 2 unconnected molecules or ions with the total composition C5H9NO at a distorted geometry.

As for the electronic energy: -325.7674 Ha. The value obtained for the relative energy (zero: lowest compared OMol25 entry of this formula, charge and spin) is 106.8 kcal per mole. Its multiplicity is 1.

Last column: Mulliken charge in e.
Geometry (Å):
C -1.5074 -1.0388 0.5264  -1.297
C -0.7501 0.0644 -0.1730  0.758
C -0.7922 0.0619 -1.6823  -1.307
C 1.7660 0.3494 0.8401  -0.098
O 3.0011 -0.0175 1.1261  -0.427
C -0.4971 1.2360 0.4947  0.135
N 0.0888 2.0713 1.1076  -0.614
H -1.1493 -2.0203 0.1915  0.337
H -1.3924 -0.9861 1.6141  0.316
H -2.5844 -0.9993 0.3045  0.349
H -1.8190 0.1706 -2.0626  0.344
H -0.4081 -0.8878 -2.0755  0.336
H -0.1962 0.8749 -2.1105  0.316
H 1.5757 0.8242 -0.1039  0.154
H 1.0430 -0.0012 1.5488  0.332
H 3.6217 0.2984 0.4543  0.366